# 1
65
Properties=species:S:1:pos:R:3:forces:R:3 method="wB97M-V/def2-TZVPD" charge=+1 spin_multiplicity=2 relative_energy_kj_mol=13.91 homo_energy_ev="-9.58 / -11.09" lumo_energy_ev="-3.774 / -3.970"
Y -1.91375 -18.63192 -1.16602 0.17 0.30 -0.84
Cl -5.84852 -24.96196 -0.64764 -0.49 -0.85 -0.20
C -4.94366 -23.52187 -0.47614 -0.89 -1.87 0.05
C -4.60084 -23.17195 0.80558 0.22 0.82 0.41
C -4.00543 -21.95325 0.96040 -0.05 -0.20 0.62
Cl -3.55035 -21.50080 2.55026 0.21 0.53 0.36
C -3.70529 -21.12054 -0.12378 0.51 -0.50 -0.41
O -3.14952 -19.98130 0.04984 0.39 0.93 -0.06
C -3.88402 -21.66082 -1.41460 0.06 0.33 -0.77
C -3.26999 -21.14884 -2.60114 -0.22 -0.10 1.00
O -2.50318 -20.17067 -2.60272 0.01 -0.10 -0.90
C -4.56881 -22.85181 -1.57617 -0.14 0.12 -0.15
H -4.79833 -23.79822 1.66859 -0.09 0.01 -0.23
H -3.45441 -21.74336 -3.51326 0.19 0.46 0.02
H -4.81520 -23.22894 -2.54458 -0.02 -0.20 -0.47
F -4.00470 -16.04337 -2.38106 -0.03 0.11 -0.05
B -3.63528 -16.72608 -1.28309 0.93 -0.45 -1.20
F -4.34794 -16.43592 -0.23171 -1.07 0.57 1.51
C 3.36512 -16.45683 -4.01472 0.51 0.48 0.71
Ge 3.18840 -17.00970 -2.10863 -1.12 0.17 -0.03
C 3.30665 -18.94484 -1.77321 0.83 0.54 0.44
C 4.29001 -16.11092 -0.76508 1.34 -0.87 -0.06
Ge 0.68846 -16.31671 -1.65665 0.72 -0.56 0.14
C -0.20817 -17.21819 -3.16770 -0.89 -0.23 -1.21
C 0.20970 -18.45638 -3.68924 0.13 -0.03 0.51
C -0.10880 -18.93510 -4.96788 0.47 0.69 1.23
C -0.82002 -18.11061 -5.79169 -0.77 0.51 -0.05
C -1.43768 -16.93182 -5.26748 0.70 -1.05 -0.75
C -1.13601 -16.49182 -3.98590 0.16 -1.38 -0.17
C 0.21661 -14.45103 -1.91301 -0.43 0.28 0.04
C 1.26152 -13.58145 -2.14732 1.20 -0.03 -0.30
C 1.04644 -12.33950 -2.72242 0.56 0.80 -0.07
C -0.23165 -11.86981 -2.96228 -0.06 -0.20 0.66
C -1.30773 -12.67884 -2.61725 -0.08 -0.24 0.23
C -1.07623 -13.94936 -2.10252 0.07 -0.02 0.04
H 4.30098 -16.85577 -4.38198 0.39 -0.09 -0.10
H 3.43705 -15.35631 -4.06494 -0.18 -0.46 -0.03
H 2.59656 -16.82199 -4.68330 -0.40 -0.03 0.16
H 4.34261 -19.30937 -1.83128 -0.20 0.23 -0.35
H 2.68511 -19.49896 -2.45324 -0.18 -0.41 0.01
H 3.05135 -19.07608 -0.71977 -0.40 -0.19 -0.20
H 4.23559 -16.65940 0.19751 -0.27 0.38 -0.51
H 3.98328 -15.09227 -0.64666 -0.11 0.58 0.24
H 5.38099 -16.12536 -1.03253 -0.97 0.07 0.02
H 0.88601 -19.07618 -3.11823 0.08 -0.01 0.27
H 0.30151 -19.89163 -5.23401 -0.01 -0.16 -0.46
H -0.92527 -18.41427 -6.82903 -0.39 0.26 0.08
H -2.12221 -16.44701 -5.96410 0.15 0.34 0.55
H -1.63973 -15.65883 -3.56245 -0.18 0.67 -0.11
H 2.28812 -13.89599 -1.90569 -0.39 0.18 -0.30
H 1.87589 -11.66925 -2.97688 -0.16 -0.42 0.29
H -0.35392 -10.83466 -3.23791 -0.20 -0.02 -0.45
H -2.33165 -12.34399 -2.72134 0.04 0.11 -0.03
H -1.91379 -14.56665 -1.82414 -0.30 -0.07 -0.06
S 0.28593 -19.32084 0.25684 0.04 0.10 0.53
C -0.53969 -18.26584 1.30209 0.10 -0.58 0.54
N -1.86016 -18.32139 1.51497 -0.27 0.87 0.32
C -2.41407 -17.39844 2.55627 0.35 -0.94 -0.72
C -1.41588 -16.27136 2.56617 -0.16 0.17 -0.23
S 0.20216 -17.03770 2.21877 0.35 0.55 0.19
H -2.33570 -19.20723 1.37191 -0.31 -0.41 -0.16
H -2.43307 -17.97355 3.47756 0.07 0.07 0.31
H -3.44002 -17.10414 2.31260 0.33 0.05 -0.17
H -1.43481 -15.74242 3.50715 0.26 0.23 0.13
H -1.59880 -15.60169 1.72390 -0.08 0.17 0.21

# 2
94
Properties=species:S:1:pos:R:3:forces:R:3 method="wB97M-V/def2-TZVPD" charge=-1 homo_energy_ev=-3.51 lumo_energy_ev=2.080
C 3.42775 1.53663 1.99978 -0.34 0.20 -0.09
C 3.37223 2.96359 1.41158 0.30 -0.03 -0.24
O 2.61801 3.88784 2.15927 -0.16 -0.18 0.14
B 1.21942 3.86070 1.99563 -0.40 0.07 0.04
O 0.64350 4.99116 2.63686 0.26 -0.22 -0.03
N 0.48871 2.85797 1.33609 0.62 0.24 -0.38
C -0.16209 3.12085 0.14509 0.10 0.28 0.31
O -1.19631 2.07225 -0.16669 0.24 -0.27 -0.17
C -2.06711 1.89164 0.83114 1.06 -0.96 0.04
C -1.74731 0.79986 1.82770 0.23 0.06 0.02
O -3.06614 2.54021 0.90331 -1.45 0.91 0.25
H 2.66793 1.42238 2.78713 0.26 0.12 -0.24
H 4.42009 1.31957 2.40937 -0.22 -0.08 -0.01
H 3.17213 0.80966 1.21916 0.22 0.12 0.28
H 2.99325 2.92418 0.37764 0.01 -0.06 0.26
H 4.39480 3.37913 1.36338 -0.24 -0.13 -0.01
H -0.29557 4.80315 2.67183 -0.19 0.08 -0.07
H -0.73321 4.07695 0.09515 0.06 -0.14 -0.03
H 0.45633 3.06141 -0.77883 -0.15 -0.08 0.11
H -1.31589 1.31006 2.70398 -0.17 -0.17 -0.26
H -0.97204 0.13230 1.44510 -0.22 0.09 0.05
H -2.66113 0.25904 2.10262 0.21 0.14 -0.01
C 1.41289 -1.42410 -2.70400 0.29 0.27 -0.18
C 0.16761 -2.02354 -3.36307 -0.14 0.04 -0.01
C -1.20647 -1.43782 -3.00932 0.07 0.06 -0.02
F -1.50646 -1.66900 -1.72342 -0.04 -0.04 0.04
F -2.13387 -2.07730 -3.77376 -0.04 -0.02 -0.04
F 0.12362 -3.36238 -3.18293 0.10 -0.05 0.00
F 0.30750 -1.79057 -4.70769 0.01 -0.03 0.01
O 1.90336 -2.12102 -1.58063 -0.29 -0.36 -0.04
C 1.48792 -1.76023 -0.32680 0.09 0.19 0.06
C 0.93647 -2.97707 0.43114 0.11 -0.01 -0.08
F -0.12115 -3.49268 -0.23105 -0.02 -0.02 -0.01
F 0.52678 -2.59055 1.65442 -0.02 0.02 0.07
F 0.60140 -0.76473 -0.36972 -0.18 0.07 0.16
F 2.55929 -1.32037 0.36650 0.09 -0.08 0.03
H 2.19430 -1.51002 -3.45840 0.00 -0.01 0.04
H 1.26134 -0.36450 -2.49572 -0.08 -0.03 0.00
H -1.25068 -0.36752 -3.22004 -0.01 0.02 0.05
H 1.71133 -3.73986 0.52494 0.00 -0.02 0.01
C 9.29823 3.32391 2.32456 0.03 0.32 0.27
C 9.92902 3.13866 0.93963 0.00 0.00 -0.05
C 9.01482 3.27545 -0.28442 0.04 0.03 0.06
F 8.09189 2.29843 -0.29571 -0.04 -0.04 -0.01
F 9.77074 3.15700 -1.40068 0.01 0.00 -0.04
F 10.60455 1.97557 0.87521 0.03 0.01 0.01
F 10.83362 4.16220 0.81216 0.01 -0.03 -0.01
O 8.97040 2.13749 3.01310 0.25 -0.30 -0.33
C 7.71431 1.60759 2.94359 -0.05 0.01 0.21
C 7.74475 0.14562 2.46897 -0.01 0.15 0.05
F 8.28778 0.06949 1.23726 0.02 -0.01 -0.02
F 6.47659 -0.30172 2.41014 0.00 -0.14 -0.01
F 6.90002 2.34575 2.18303 -0.15 0.02 -0.13
F 7.20214 1.59100 4.19668 -0.07 0.03 0.03
H 10.08200 3.78942 2.92130 -0.04 -0.02 0.01
H 8.45760 4.01666 2.27771 0.00 -0.04 -0.08
H 8.52089 4.24991 -0.29348 -0.03 0.00 0.01
H 8.32767 -0.46421 3.16085 -0.01 -0.02 0.02
C -7.45788 3.09417 4.42151 -0.03 -0.30 0.29
C -7.83777 4.57969 4.47540 -0.03 0.04 -0.03
C -9.10536 5.01417 3.72902 0.03 -0.03 0.05
F -8.96767 4.84591 2.40269 0.00 0.00 -0.06
F -9.32312 6.32896 3.96706 -0.01 0.04 0.00
F -6.80578 5.35791 4.11618 0.01 0.00 0.03
F -8.12594 4.83162 5.79610 0.01 0.02 0.00
O -6.45809 2.74144 3.50056 0.15 0.44 -0.10
C -6.75912 2.31721 2.23718 0.09 -0.23 0.03
C -6.04769 3.17055 1.18006 -0.09 -0.07 0.09
F -6.48570 4.44866 1.28844 0.02 0.01 0.01
F -6.41347 2.70809 -0.03982 0.02 0.00 -0.04
F -8.09278 2.27846 2.03415 -0.15 0.04 -0.11
F -6.31064 1.04726 2.10605 -0.05 -0.03 -0.01
H -7.02289 2.89210 5.40025 0.00 -0.02 -0.04
H -8.35174 2.47667 4.32019 -0.02 0.08 -0.04
H -9.97075 4.44743 4.08216 -0.01 -0.02 -0.01
H -4.96681 3.11159 1.30105 0.04 0.03 -0.07
C -2.74615 -6.46788 -3.46768 -0.18 0.21 0.30
C -1.25619 -6.61738 -3.79746 0.04 0.02 -0.01
C -0.71286 -5.78882 -4.96642 0.00 0.05 0.10
F -1.28117 -6.18328 -6.12624 -0.03 -0.03 -0.05
F 0.61975 -5.99428 -5.06018 0.02 -0.01 -0.03
F -0.93617 -7.91750 -3.96775 0.00 -0.01 0.01
F -0.59071 -6.15839 -2.69767 0.02 -0.05 -0.01
O -3.58841 -7.48822 -3.97125 0.35 -0.29 -0.09
C -4.23528 -7.37546 -5.15821 -0.20 -0.01 0.04
C -3.89764 -8.55374 -6.08601 -0.04 0.02 0.07
F -2.58186 -8.56539 -6.36586 0.03 0.00 0.00
F -4.57855 -8.40931 -7.24489 -0.03 0.00 -0.04
F -4.01189 -6.20029 -5.76118 0.05 0.11 -0.13
F -5.57059 -7.45424 -4.91834 -0.05 0.04 -0.03
H -2.80144 -6.57159 -2.38499 -0.03 0.01 -0.03
H -3.10480 -5.47110 -3.72511 0.06 -0.02 -0.08
H -0.90115 -4.72668 -4.80463 -0.01 0.01 -0.04
H -4.18131 -9.49392 -5.61091 0.01 -0.02 0.01

Energy, record by record: -198847.836, -131873.174 eV